{"formula": "C81H185N9O16", "method": "ωB97M-V/def2-TZVPD", "total_energy_ha": -4893.51055, "charge": 0, "multiplicity": 1, "e_above_lowest_ev": 0.9985, "symbols": ["O", "H", "H", "O", "H", "H", "O", "H", "H", "O", "H", "H", "O", "H", "H", "O", "H", "H", "O", "H", "H", "C", "C", "C", "C", "C", "C", "N", "O", "C", "C", "C", "H", "H", "H", "H", "H", "H", "H", "H", "H", "H", "H", "H", "H", "H", "H", "H", "H", "H", "H", "C", "C", "C", "C", "C", "C", "N", "O", "C", "C", "C", "H", "H", "H", "H", "H", "H", "H", "H", "H", "H", "H", "H", "H", "H", "H", "H", "H", "H", "H", "C", "C", "C", "C", "C", "C", "N", "O", "C", "C", "C", "H", "H", "H", "H", "H", "H", "H", "H", "H", "H", "H", "H", "H", "H", "H", "H", "H", "H", "H", "C", "C", "C", "C", "C", "C", "N", "O", "C", "C", "C", "H", "H", "H", "H", "H", "H", "H", "H", "H", "H", "H", "H", "H", "H", "H", "H", "H", "H", "H", "C", "C", "C", "C", "C", "C", "N", "O", "C", "C", "C", "H", "H", "H", "H", "H", "H", "H", "H", "H", "H", "H", "H", "H", "H", "H", "H", "H", "H", "H", "C", "C", "C", "C", "C", "C", "N", "O", "C", "C", "C", "H", "H", "H", "H", "H", "H", "H", "H", "H", "H", "H", "H", "H", "H", "H", "H", "H", "H", "H", "C", "C", "C", "C", "C", "C", "N", "O", "C", "C", "C", "H", "H", "H", "H", "H", "H", "H", "H", "H", "H", "H", "H", "H", "H", "H", "H", "H", "H", "H", "C", "C", "C", "C", "C", "C", "N", "O", "C", "C", "C", "H", "H", "H", "H", "H", "H", "H", "H", "H", "H", "H", "H", "H", "H", "H", "H", "H", "H", "H", "C", "C", "C", "C", "C", "C", "N", "O", "C", "C", "C", "H", "H", "H", "H", "H", "H", "H", "H", "H", "H", "H", "H", "H", "H", "H", "H", "H", "H", "H"], "coordinates": [[-3.03997, 1.75283, -5.09109], [-3.76615, 1.95774, -5.69876], [-2.20870, 1.76397, -5.63808], [-2.04323, 4.05908, -2.96119], [-2.74128, 4.35349, -2.34473], [-2.41081, 3.35150, -3.54733], [3.48897, 1.27964, -5.68849], [3.38171, 2.08159, -6.19235], [4.34332, 1.33387, -5.23246], [-0.60420, 1.41706, -6.43227], [-0.02798, 2.18013, -6.69656], [-0.00229, 0.81525, -5.97810], [0.85145, 4.23497, -6.59148], [0.83500, 4.20833, -5.61189], [0.69662, 5.16540, -6.76256], [-0.37517, 5.44506, -0.75713], [-0.18467, 5.65473, 0.15328], [-0.10862, 4.49889, -0.83453], [0.57641, 5.29207, -3.71264], [0.64822, 5.83459, -2.88675], [-0.35083, 4.97340, -3.60480], [-1.12861, 3.49442, 4.12772], [0.30078, 2.91362, 4.45637], [0.11817, 1.44122, 4.84823], [1.46868, 0.67764, 4.86837], [1.96665, 0.75928, 3.40110], [2.23663, 2.20940, 2.91239], [1.04111, 3.06003, 3.23377], [1.27348, 4.42345, 2.85402], [3.54834, 2.78773, 3.52884], [2.43734, 2.23598, 1.39280], [1.03263, 3.74618, 5.63305], [-1.41546, 3.03392, 3.17845], [-1.11735, 4.57098, 4.03470], [-1.79572, 3.14430, 4.91576], [-0.45971, 1.41099, 5.78624], [-0.57948, 0.85430, 4.22667], [1.37120, -0.33258, 5.27530], [2.18868, 1.21230, 5.44177], [1.26938, 0.25304, 2.71341], [2.84454, 0.16215, 3.16367], [3.55937, 2.70487, 4.62043], [4.42420, 2.25369, 3.15878], [3.64879, 3.83732, 3.28480], [1.63781, 1.81626, 0.80970], [2.62408, 3.25027, 1.01077], [3.31965, 1.60193, 1.13976], [1.05382, 4.77633, 5.27806], [2.05210, 3.38144, 5.72688], [0.49713, 3.59107, 6.57767], [2.05321, 4.62388, 3.36351], [-3.33738, -5.10010, 2.01550], [-1.95683, -4.39583, 1.93882], [-1.82806, -3.29194, 2.98966], [-1.77337, -3.78133, 4.44625], [-0.46424, -4.56216, 4.47495], [-0.44861, -5.79691, 3.52734], [-0.83516, -5.31392, 2.15732], [-0.95744, -6.45902, 1.23083], [0.99997, -6.33236, 3.45669], [-1.42434, -6.90532, 4.06753], [-1.83103, -3.75574, 0.53679], [-3.54936, -5.77566, 1.20746], [-4.07548, -4.32893, 2.00002], [-3.47961, -5.69029, 2.92407], [-0.95878, -2.68155, 2.72694], [-2.66271, -2.60823, 2.79594], [-2.60419, -4.42687, 4.59848], [-1.86884, -2.97339, 5.18580], [-0.14361, -4.98000, 5.44232], [0.29295, -3.85727, 4.14394], [1.33616, -6.79127, 4.39640], [1.06884, -7.10210, 2.67774], [1.57404, -5.48023, 3.09745], [-1.59098, -7.73418, 3.40485], [-1.04959, -7.28963, 5.03818], [-2.36058, -6.37850, 4.30120], [-2.73545, -3.21943, 0.33241], [-1.66640, -4.49300, -0.26626], [-1.00016, -3.04716, 0.53133], [-1.71195, -6.99285, 1.45384], [-3.85054, 8.06285, -0.85291], [-4.04640, 7.14150, 0.40066], [-5.39113, 7.50901, 0.99661], [-5.71234, 6.54377, 2.10528], [-5.90234, 5.17734, 1.42510], [-4.63254, 4.69153, 0.69835], [-4.21923, 5.79024, -0.11170], [-3.14147, 5.40814, -0.90372], [-3.55675, 4.23488, 1.70868], [-5.01639, 3.44671, -0.19126], [-2.80877, 7.40442, 1.37389], [-4.55756, 7.66589, -1.56750], [-2.81394, 8.01535, -1.27308], [-4.09587, 9.07771, -0.57484], [-5.19353, 8.49381, 1.43162], [-6.24523, 7.61051, 0.30086], [-6.67101, 6.86693, 2.59920], [-4.89233, 6.49495, 2.85986], [-6.75812, 5.30040, 0.76770], [-6.21877, 4.39480, 2.08628], [-3.40603, 4.88926, 2.57585], [-3.80206, 3.25422, 2.11399], [-2.56135, 4.14758, 1.26306], [-5.71842, 2.81109, 0.33573], [-5.53380, 3.83428, -1.06422], [-4.12245, 2.85199, -0.47754], [-2.67948, 8.47517, 1.43439], [-1.88837, 6.97779, 0.95348], [-2.97271, 7.09259, 2.42115], [-2.30440, 5.47985, -0.39742], [-5.52289, -2.70846, -1.69264], [-5.24287, -2.65811, -3.19345], [-3.86124, -2.11007, -3.46647], [-2.74321, -3.01667, -3.03936], [-2.88562, -4.21569, -3.92942], [-4.24698, -4.94324, -3.59068], [-5.37877, -4.02638, -3.74587], [-6.58456, -4.54715, -3.32327], [-4.41056, -6.01432, -4.70959], [-4.16048, -5.61972, -2.19883], [-6.30643, -1.80531, -3.88555], [-4.84236, -3.44981, -1.23943], [-6.57736, -3.00437, -1.59336], [-5.45645, -1.73363, -1.24058], [-3.75176, -2.03859, -4.55540], [-3.78777, -1.09891, -3.06058], [-2.67597, -3.19166, -2.00136], [-1.81007, -2.50388, -3.17399], [-2.14210, -4.99699, -3.77212], [-2.82839, -3.87586, -5.00473], [-4.44542, -5.54619, -5.67737], [-3.48869, -6.66067, -4.64512], [-5.30965, -6.60659, -4.58379], [-3.82352, -4.97918, -1.40281], [-5.13615, -6.03196, -1.94205], [-3.42648, -6.42750, -2.25675], [-7.24523, -2.30559, -3.91303], [-6.04120, -1.86655, -4.92964], [-6.34779, -0.82388, -3.43799], [-7.02648, -4.79792, -4.14379], [-7.65065, -2.98463, 3.79918], [-7.21037, -1.92775, 2.77435], [-8.09287, -0.65661, 2.93950], [-7.57814, 0.54465, 2.16185], [-6.20010, 0.84937, 2.61357], [-5.19781, -0.33798, 2.48744], [-5.89065, -1.51454, 3.12765], [-5.01778, -2.54492, 3.29748], [-4.90326, -0.65151, 1.06178], [-3.93634, -0.01449, 3.24200], [-7.36383, -2.56610, 1.33526], [-7.44970, -2.50518, 4.75507], [-7.01182, -3.84663, 3.65677], [-8.71011, -3.20378, 3.62349], [-9.14806, -0.79194, 2.69682], [-8.07737, -0.38168, 4.02147], [-8.27804, 1.35766, 2.42086], [-7.73459, 0.38798, 1.10985], [-6.24358, 1.16522, 3.64803], [-5.69878, 1.63670, 2.04220], [-3.99272, -0.06260, 0.77503], [-4.70937, -1.68168, 0.95446], [-5.77171, -0.44381, 0.42867], [-3.43377, 0.86716, 2.83337], [-4.19510, 0.18408, 4.27082], [-3.25873, -0.86712, 3.11622], [-6.61083, -3.35970, 1.20017], [-7.20096, -1.80893, 0.58851], [-8.40180, -2.93211, 1.26194], [-4.84000, -2.66096, 4.23717], [7.48700, -3.65443, 2.54429], [7.10993, -3.08020, 1.14306], [5.56468, -3.04714, 0.96648], [4.94193, -1.98159, 1.82503], [5.49034, -0.64356, 1.26950], [7.04058, -0.58356, 1.46743], [7.65546, -1.77616, 0.84451], [9.03481, -1.75590, 1.09219], [7.63237, 0.66361, 0.63618], [7.36059, -0.26217, 2.95275], [7.75626, -3.99620, 0.09934], [8.50133, -4.04426, 2.43394], [6.94276, -4.56770, 2.76513], [7.39208, -3.00817, 3.41198], [5.42055, -2.88555, -0.11358], [5.19898, -4.09543, 1.12451], [5.23508, -2.14031, 2.85005], [3.85161, -1.94204, 1.70206], [5.02771, 0.18854, 1.81467], [5.18567, -0.58679, 0.23199], [8.67226, 0.69276, 0.85865], [7.55656, 0.50421, -0.43589], [7.07879, 1.56220, 0.87797], [7.01542, -1.03310, 3.64390], [8.44831, -0.21528, 3.03980], [6.93601, 0.67933, 3.28491], [8.82062, -4.01868, 0.26652], [7.49855, -3.72137, -0.93284], [7.33558, -4.98465, 0.35864], [9.00805, -2.08853, 2.00793], [2.31095, 2.80509, -2.17719], [1.30615, 1.58481, -2.19026], [2.09698, 0.32005, -1.98768], [1.28496, -0.95631, -1.88724], [0.34793, -0.69672, -0.68958], [-0.54676, 0.54895, -0.81758], [0.39111, 1.72397, -1.06784], [-0.33588, 2.90603, -1.06204], [-1.68528, 0.41449, -1.81886], [-1.13048, 0.76755, 0.57749], [0.59999, 1.67043, -3.56812], [2.83031, 2.70330, -3.11966], [3.03777, 2.87141, -1.33446], [1.74525, 3.71121, -2.18947], [2.73619, 0.27683, -2.84900], [2.77524, 0.36650, -1.13514], [1.89833, -1.83736, -1.68201], [0.73709, -1.25926, -2.77388], [0.94537, -0.42929, 0.18334], [-0.25870, -1.52084, -0.28681], [-1.38938, -0.20988, -2.64046], [-2.52070, -0.01950, -1.29364], [-1.95951, 1.36711, -2.27878], [-1.90960, 1.56134, 0.54461], [-1.62193, -0.09449, 1.03771], [-0.37468, 1.10263, 1.29995], [0.02511, 2.60550, -3.55799], [-0.03468, 0.80399, -3.71617], [1.41313, 1.73579, -4.29769], [-0.95397, 2.99365, -1.82259], [-0.16383, -6.99132, -2.47653], [0.89623, -5.98845, -2.90332], [0.75510, -4.61408, -2.19903], [1.17312, -4.68637, -0.74466], [2.59942, -5.17213, -0.71213], [2.81054, -6.59435, -1.26424], [2.23476, -6.53617, -2.61345], [2.26219, -7.82564, -3.14444], [4.32694, -6.88057, -1.42310], [2.16605, -7.65224, -0.39304], [0.84957, -5.69687, -4.36926], [-0.15316, -7.06207, -1.40807], [0.02330, -7.94089, -2.94997], [-1.15546, -6.60521, -2.75114], [1.43562, -3.92282, -2.71886], [-0.25233, -4.19191, -2.38900], [0.54923, -5.44735, -0.28652], [1.04104, -3.77983, -0.11590], [2.88984, -5.23529, 0.36851], [3.31988, -4.50847, -1.18861], [4.80067, -6.18835, -2.07513], [4.82593, -6.79054, -0.46228], [4.42441, -7.95542, -1.77951], [2.06481, -8.62701, -0.91100], [2.74809, -7.73551, 0.53385], [1.18235, -7.34334, -0.13897], [-0.06833, -5.19693, -4.60112], [0.88604, -6.65754, -4.92250], [1.70789, -5.07762, -4.62404], [3.00564, -7.86911, -3.77305], [8.18425, 6.87737, -1.01658], [7.46309, 5.76108, -1.83717], [7.02785, 4.60309, -0.91632], [5.82360, 4.82948, -0.02703], [4.66054, 5.39804, -0.83768], [5.06516, 6.66497, -1.61321], [6.26440, 6.31586, -2.46151], [6.63155, 7.39864, -3.30184], [3.84408, 7.11996, -2.49143], [5.36184, 7.95350, -0.72021], [8.35562, 5.19267, -2.88567], [7.63565, 7.02465, -0.11219], [8.35180, 7.72895, -1.65888], [9.17070, 6.53094, -0.73160], [6.75733, 3.76281, -1.53485], [7.91686, 4.35562, -0.26831], [6.07920, 5.46034, 0.84548], [5.64306, 3.84842, 0.42449], [3.77368, 5.60345, -0.23845], [4.40248, 4.68206, -1.64538], [3.55980, 6.35124, -3.22239], [3.00424, 7.35675, -1.83374], [4.15558, 8.01557, -3.02426], [5.80000, 7.69203, 0.22680], [6.00656, 8.61749, -1.25545], [4.42154, 8.49165, -0.53200], [8.88156, 6.00507, -3.44254], [7.81206, 4.62484, -3.61740], [9.10926, 4.64396, -2.37110], [6.33245, 7.07631, -4.14954]], "forces_ev_per_angstrom": [[0.5, 0.3, -0.4], [0.3, -0.1, 0.2], [-0.7, -0.2, 0.4], [-0.2, -1.1, -0.7], [0.1, 0.1, -0.1], [0.0, 0.7, 0.4], [0.2, -0.6, 0.5], [0.1, 0.5, -0.2], [-0.4, 0.1, -0.3], [0.8, 0.9, -0.4], [-0.7, -0.7, 0.3], [-0.1, 0.0, 0.0], [0.0, -0.4, 0.9], [0.1, 0.1, -0.5], [-0.1, 0.2, -0.2], [0.1, 0.1, -0.2], [0.4, 0.2, 0.5], [-0.1, 0.2, 0.1], [-0.9, 0.4, 1.0], [0.2, -0.6, -0.9], [0.5, 0.1, -0.1], [1.1, -1.1, 0.6], [-0.6, 1.5, 0.9], [0.1, -0.7, 0.5], [-0.8, 0.5, -1.4], [-0.2, -0.4, -0.5], [-0.1, 0.6, 0.2], [0.7, -1.3, -1.9], [-0.6, -1.1, 0.3], [-0.6, -0.7, 0.6], [1.0, -0.4, 0.0], [-1.1, -1.3, -1.2], [-0.1, 0.2, 0.1], [-0.1, 0.2, 0.0], [-0.3, 0.3, 0.0], [0.7, 0.2, 0.2], [0.3, 0.6, -0.6], [0.0, 0.1, -0.3], [0.5, 0.3, 0.9], [-0.4, 0.5, 0.3], [0.6, 0.1, 0.6], [0.1, 0.0, -0.2], [0.0, 0.1, -0.1], [0.3, 0.2, -0.2], [-0.6, 0.0, 0.0], [0.0, -0.2, 0.3], [-0.3, 0.5, 0.2], [-0.1, 0.1, 0.5], [0.0, 0.1, 0.2], [0.1, 0.4, -0.2], [0.6, 0.8, 0.3], [0.5, 0.1, 0.7], [-0.2, -0.8, -0.1], [-0.9, 1.0, -0.3], [0.7, 0.2, -1.1], [0.1, -0.8, 0.4], [-0.7, -0.4, -0.2], [0.6, -1.5, -0.7], [1.3, 1.5, 0.4], [-0.9, 0.0, -0.8], [0.4, 1.7, 1.2], [0.7, -0.6, 0.4], [0.2, -0.2, -0.7], [-0.7, 0.5, 0.0], [0.0, 0.3, 0.0], [0.3, -0.2, 0.3], [-0.1, -0.3, 0.2], [-0.9, -0.6, 0.3], [0.4, -0.1, -0.3], [-0.3, 0.4, 0.0], [0.4, -0.1, 0.0], [0.0, 0.5, -0.1], [-0.1, 0.1, 0.1], [0.6, -0.1, 0.3], [0.0, -0.3, -0.4], [0.0, 0.1, -0.6], [0.1, -0.7, -0.1], [-0.6, 0.4, -0.2], [-0.1, 0.1, 0.5], [-0.1, -0.2, 0.0], [-0.8, -0.2, 0.5], [0.9, -1.1, 0.5], [0.7, 0.6, -1.0], [0.7, 1.1, 1.3], [-0.9, -0.6, 0.6], [0.1, 0.2, 0.4], [-0.6, -1.0, 1.0], [0.1, 0.2, -1.1], [0.8, 0.0, -0.3], [0.2, 0.1, 0.4], [0.7, 1.0, 0.2], [-1.2, -0.4, -0.1], [-0.1, 0.2, -0.5], [-0.9, 0.0, 0.4], [0.0, 0.3, 0.0], [-0.4, 0.2, 0.0], [0.7, -0.3, 0.0], [0.9, -0.4, -0.2], [-0.7, 0.2, -0.4], [0.1, -0.1, -0.7], [0.0, -0.4, 0.8], [-0.3, 0.1, -0.2], [-0.1, -0.1, 0.0], [-0.1, -0.1, -0.3], [0.0, -0.1, 0.2], [0.1, -0.1, -0.3], [-0.5, 0.4, 0.1], [0.2, 0.4, -0.2], [-0.3, 0.0, 0.2], [0.2, -0.2, -0.6], [-0.1, -0.1, -0.4], [-0.5, -0.5, -0.3], [-0.8, -0.4, 0.8], [-0.2, 0.5, -0.5], [0.4, 0.7, -0.9], [-0.9, -0.8, 0.1], [0.3, -0.4, -0.9], [1.8, 1.7, -1.1], [-0.9, -1.1, 0.2], [1.2, -0.4, 1.3], [0.1, -0.5, -0.9], [1.1, -0.8, -0.3], [-0.6, 0.7, 0.3], [0.4, -0.2, 0.3], [0.4, 0.3, 0.1], [-0.1, 0.4, 0.0], [-0.1, 0.0, 0.0], [-0.6, -0.7, 1.3], [0.7, 0.4, -0.6], [0.2, 0.1, 0.0], [-0.2, -0.5, 1.0], [0.0, 0.3, -0.4], [-1.1, 0.3, -0.3], [-0.1, -0.3, 0.1], [0.1, 0.3, 0.2], [0.0, 0.0, 0.1], [-0.1, -0.1, 0.0], [-1.0, -0.2, 0.8], [0.3, 0.9, -0.6], [-0.1, 0.4, -0.3], [0.0, 0.0, 0.2], [0.2, 1.0, -0.7], [-1.4, -0.3, -1.1], [0.2, -0.1, 0.7], [-1.5, 0.0, 0.7], [1.9, 0.0, -0.5], [-2.3, -0.4, 0.8], [0.5, 2.7, 1.4], [1.2, -1.9, -0.6], [0.7, 1.6, -0.9], [0.2, -0.3, -0.3], [-0.1, 0.4, 1.3], [-0.3, -0.4, 0.4], [-0.2, -0.4, 0.2], [0.3, -0.1, 0.3], [0.1, -0.5, -0.2], [0.1, -0.3, -0.6], [0.4, 0.1, -0.2], [0.4, -0.1, -0.7], [0.1, 0.1, 0.4], [-0.3, 0.3, 0.1], [-0.9, -0.5, -0.3], [0.6, -1.3, -0.2], [0.4, 0.3, -0.1], [-0.2, 0.0, -0.1], [0.2, -0.1, 0.5], [0.0, 0.4, 0.5], [-0.5, 0.1, 0.0], [-0.1, 0.1, -0.4], [0.5, -0.1, -0.2], [-0.2, 0.3, 0.1], [0.4, -0.5, -0.6], [-0.4, -0.5, 0.1], [0.9, -1.5, -0.8], [-0.2, 0.8, -1.3], [0.6, -0.6, 1.3], [-0.6, 2.1, -1.3], [-1.2, 1.5, 0.0], [0.0, -0.4, 0.9], [-1.3, -1.7, 0.4], [0.5, -1.1, -0.4], [-1.3, -0.9, 0.7], [0.3, 0.3, 0.5], [-0.5, 0.0, -0.1], [0.1, 0.2, -0.1], [-0.3, 0.3, 0.3], [0.2, 0.9, 0.2], [-0.2, 0.1, 0.5], [0.1, -0.3, 0.3], [0.2, 0.0, -0.2], [0.2, 0.2, -0.4], [0.8, 0.5, 0.3], [-0.2, -0.3, -0.1], [0.2, 0.3, 0.3], [-0.1, 0.1, 0.0], [0.0, 0.2, 0.2], [-0.1, 0.2, -0.3], [0.3, 0.0, -0.3], [0.1, 0.0, 0.4], [0.4, 0.0, -0.6], [1.1, 0.2, -0.1], [-0.2, -1.2, 0.5], [0.3, 1.7, 0.2], [0.4, -0.7, -0.9], [-0.8, -0.2, 1.3], [-0.2, 0.1, 0.3], [0.7, 0.5, 0.5], [-0.6, -1.8, 0.7], [-0.3, 0.3, -0.2], [0.6, 0.3, -0.1], [-0.7, 1.2, 0.6], [0.7, 0.1, 0.9], [0.5, 0.3, -0.2], [-0.6, -0.5, -0.5], [-0.3, 0.6, -0.1], [0.6, -0.2, -0.6], [-0.2, 0.3, 0.2], [0.3, 0.2, 0.2], [-0.2, 0.4, -0.4], [0.6, -0.2, 0.0], [0.1, 0.0, -0.8], [-0.1, -0.6, -0.4], [-0.5, -0.2, -0.1], [-0.3, 0.0, 0.3], [0.4, -0.3, 0.0], [0.1, -0.3, -0.5], [0.0, 0.0, -0.3], [0.0, -0.3, -0.4], [-0.1, 0.1, -0.3], [-0.4, -0.1, -0.2], [0.1, -0.1, 0.0], [-0.8, 1.1, -0.3], [0.2, 0.5, 1.1], [0.1, 0.5, -0.3], [-0.3, -0.1, -0.1], [0.9, -0.7, 2.0], [0.0, 0.9, -0.6], [0.9, 0.7, -0.4], [0.5, -1.3, -1.0], [-1.1, -1.7, 0.4], [0.5, -0.6, 0.1], [0.4, -1.2, -0.7], [-0.2, -0.4, 0.5], [-0.1, -0.3, 0.0], [0.1, -0.2, -0.1], [0.0, -0.1, 0.0], [0.3, -0.4, 0.3], [-0.1, 0.1, 0.4], [0.1, -0.3, -0.7], [0.1, 0.2, -0.7], [-0.1, 0.3, -0.2], [0.3, 0.5, -0.9], [0.0, -0.1, 0.3], [0.2, 1.3, 0.3], [0.4, 0.5, 0.3], [-0.1, -0.3, -0.2], [-0.8, 0.2, 0.6], [-0.5, 0.4, -0.3], [0.0, 0.6, 0.0], [-0.1, 0.0, -0.2], [-0.4, 0.3, 0.4], [0.5, -1.6, -0.8], [-0.8, 1.0, 1.4], [0.9, 0.5, 0.6], [0.2, 0.3, 0.7], [0.6, -0.1, -0.7], [0.2, 1.6, 0.2], [-1.8, -0.8, -0.1], [-0.1, 0.2, 0.4], [1.3, -0.7, -0.1], [-1.2, -1.2, -0.2], [0.9, 1.7, -0.9], [-0.2, 0.7, 0.4], [-0.4, 0.5, 0.2], [0.3, -0.2, 0.1], [0.3, -0.5, -0.4], [-0.8, -0.1, -0.8], [-0.2, 0.1, -0.4], [-0.6, 0.1, -0.1], [0.0, 0.0, 0.0], [-0.1, 0.1, 0.6], [0.0, 0.1, 0.2], [0.1, -0.1, -0.1], [-0.2, 0.1, -0.1], [0.2, 0.0, 0.4], [0.5, 0.4, -0.3], [0.2, -0.2, 0.1], [-0.4, -0.5, 0.4], [-0.2, -0.6, -0.1], [0.7, -0.8, 0.1], [0.0, 0.1, -0.4]]}